[1]
Entry from the OMol25 dataset: C6H8O4Sr as an isolated structure at a distorted geometry (ωB97M-V/def2-TZVPD).

Its calculated total energy is -15374.494 eV. The orbital gap comes out at 4.766 eV. For the lowest unoccupied orbital energy, the calculation gives -1.54 eV. The charge is 0. The energy above the lowest of the compared OMol25 structures with the same formula, charge and spin comes out at 36.1 kJ/mol.

Atoms and positions in Å:
O (-1.59, 2.06, 0.76)
C (-2.48, 1.96, 1.71)
C (-3.45, 2.85, 2.01)
H (-2.50, 0.97, 2.24)
H (-3.59, 3.76, 1.43)
H (-4.04, 2.71, 2.92)
O (-0.11, 0.33, -2.28)
C (0.17, -0.79, -2.87)
C (0.90, -1.78, -2.29)
O (1.29, -1.42, -1.02)
C (1.95, -1.95, -0.09)
C (2.35, -0.98, 0.96)
O (1.72, 0.22, 0.87)
Sr (0.28, 1.12, -0.36)
H (-0.24, -0.97, -3.87)
H (1.27, -2.72, -2.70)
H (2.41, -2.93, -0.24)
H (3.46, -0.91, 0.88)
H (2.19, -1.53, 1.92)

Let us look at the Mulliken charges, expressed in e, one per atom:
1. O -0.910
2. C 0.050
3. C -0.852
4. H 0.191
5. H 0.228
6. H 0.237
7. O -0.913
8. C 0.127
9. C -0.488
10. O -0.129
11. C -0.014
12. C -0.362
13. O -1.040
14. Sr 2.165
15. H 0.371
16. H 0.354
17. H 0.378
18. H 0.293
19. H 0.312

[2]
Entry from the OMol25 dataset: C45H40BBr2N8OTa as an isolated structure (ωB97M-V/def2-TZVPD).

Its calculated total energy is -203589.804 eV. The orbital gap comes out at 6.263 eV. For the lowest unoccupied orbital energy, the calculation gives -6.54 eV. The charge is +2. The energy above the lowest of the compared OMol25 structures with the same formula, charge and spin comes out at 0.0 kJ/mol.

Atoms and positions in Å:
Ta (0.00, 0.02, 0.02)
C (-2.56, -2.22, 4.36)
C (-1.91, -1.11, 3.61)
C (-1.77, 0.22, 3.99)
C (-1.14, 0.87, 2.94)
N (-0.86, -0.05, 1.97)
N (-1.36, -1.26, 2.40)
B (-1.33, -2.53, 1.49)
N (-2.02, -2.23, 0.14)
N (-1.54, -1.24, -0.67)
C (-2.33, -1.18, -1.77)
C (-3.34, -2.12, -1.64)
C (-3.11, -2.76, -0.42)
C (-3.89, -3.87, 0.21)
C (-2.04, -0.23, -2.84)
C (-0.75, -0.14, -3.37)
C (-0.46, 0.79, -4.35)
C (-1.45, 1.64, -4.81)
C (-2.74, 1.55, -4.29)
C (-3.04, 0.62, -3.32)
N (0.14, -2.85, 1.18)
N (0.83, -2.08, 0.29)
C (2.05, -2.64, 0.17)
C (2.14, -3.74, 1.01)
C (0.91, -3.85, 1.63)
C (0.43, -4.88, 2.60)
C (3.08, -2.20, -0.79)
C (2.77, -2.11, -2.14)
C (3.76, -1.82, -3.06)
C (5.07, -1.61, -2.64)
C (5.38, -1.70, -1.29)
C (4.39, -2.00, -0.36)
C (-0.98, 2.33, 2.84)
C (-2.03, 3.11, 3.33)
C (-1.97, 4.49, 3.29)
C (-0.85, 5.12, 2.76)
C (0.20, 4.37, 2.26)
C (0.14, 2.98, 2.30)
H (-2.88, -1.87, 5.33)
H (-3.43, -2.59, 3.82)
H (-1.88, -3.06, 4.50)
H (-2.10, 0.66, 4.91)
H (-1.87, -3.42, 2.05)
H (-4.12, -2.35, -2.35)
H (-4.71, -4.15, -0.44)
H (-3.26, -4.74, 0.38)
H (-4.30, -3.56, 1.17)
H (0.01, -0.85, -3.05)
H (0.54, 0.84, -4.77)
H (-1.23, 2.37, -5.58)
H (-3.52, 2.22, -4.66)
H (-4.04, 0.56, -2.91)
H (2.98, -4.41, 1.10)
H (1.23, -5.57, 2.83)
H (0.11, -4.41, 3.54)
H (-0.41, -5.44, 2.20)
H (1.76, -2.32, -2.48)
H (3.52, -1.78, -4.12)
H (5.84, -1.39, -3.36)
H (6.40, -1.55, -0.95)
H (4.63, -2.10, 0.69)
H (-2.91, 2.63, 3.74)
H (-2.79, 5.08, 3.68)
H (-0.80, 6.20, 2.73)
H (1.07, 4.85, 1.85)
H (0.98, 2.42, 1.93)
Br (3.26, 1.61, -3.55)
C (3.60, 1.36, -1.73)
C (4.89, 1.66, -1.23)
C (5.19, 1.51, 0.10)
Br (6.93, 1.90, 0.70)
C (4.20, 1.05, 1.02)
C (4.39, 0.82, 2.39)
C (3.35, 0.34, 3.15)
C (2.11, 0.11, 2.55)
N (1.88, 0.34, 1.26)
C (2.93, 0.78, 0.50)
C (2.64, 0.90, -0.87)
O (1.38, 0.53, -1.19)
H (5.64, 2.02, -1.92)
H (5.36, 1.02, 2.84)
H (3.47, 0.14, 4.20)
H (1.27, -0.25, 3.14)
C (0.58, 3.20, -1.43)
C (-0.78, 2.87, -0.91)
C (-1.83, 3.72, -0.91)
C (-2.94, 3.04, -0.31)
C (-2.56, 1.81, 0.06)
C (-3.45, 0.83, 0.76)
N (-1.17, 1.63, -0.30)
H (0.57, 4.25, -1.72)
H (0.84, 2.62, -2.31)
H (1.36, 3.08, -0.68)
H (-1.81, 4.73, -1.29)
H (-3.93, 3.45, -0.16)
H (-4.47, 1.22, 0.69)
H (-3.22, 0.73, 1.82)
H (-3.47, -0.16, 0.32)

Let us look at the Mulliken charges, expressed in e, one per atom:
1. Ta 0.466
2. C -1.398
3. C 0.878
4. C -1.012
5. C -0.814
6. N 0.174
7. N 0.920
8. B -0.858
9. N 0.617
10. N 0.392
11. C -0.307
12. C -1.038
13. C 1.002
14. C -1.488
15. C -0.256
16. C 0.402
17. C -0.690
18. C -0.591
19. C -0.938
20. C -0.548
21. N 0.280
22. N 0.210
23. C -0.709
24. C -1.290
25. C 0.822
26. C -1.519
27. C 1.123
28. C 0.310
29. C -0.913
30. C -0.641
31. C -0.865
32. C -0.669
33. C 0.309
34. C -0.923
35. C -0.996
36. C -0.598
37. C -0.937
38. C 0.721
39. H 0.468
40. H 0.251
41. H 0.206
42. H 0.708
43. H -0.034
44. H 0.619
45. H 0.436
46. H 0.311
47. H 0.299
48. H 0.549
49. H 0.597
50. H 0.464
51. H 0.448
52. H 0.501
53. H 0.658
54. H 0.444
55. H 0.254
56. H 0.287
57. H 0.554
58. H 0.504
59. H 0.487
60. H 0.448
61. H 0.478
62. H 0.467
63. H 0.435
64. H 0.450
65. H 0.455
66. H 0.701
67. Br -0.051
68. C 0.194
69. C -0.286
70. C -0.132
71. Br -0.126
72. C 1.240
73. C -1.137
74. C -1.727
75. C 0.154
76. N 0.615
77. C -0.269
78. C 0.043
79. O -0.551
80. H 0.579
81. H 0.443
82. H 0.552
83. H 0.381
84. C -0.921
85. C 0.386
86. C -1.219
87. C -0.841
88. C 0.469
89. C -0.947
90. N 1.888
91. H 0.676
92. H -0.196
93. H 0.035
94. H 0.609
95. H 0.631
96. H 0.665
97. H -0.114
98. H -0.119

[3]
Entry from the OMol25 dataset: C5H8O in the gas phase (ωB97M-V/def2-TZVPD).

Its calculated total energy is -7355.423 eV. The orbital gap (spin up / spin down) comes out at 7.818 / 7.817 eV. For the lowest unoccupied orbital energy (spin up / spin down), the calculation gives 0.57 / 0.57 eV. The charge is 0. The energy above the lowest of the compared OMol25 structures with the same formula, charge and spin comes out at 659.2 kJ/mol.

Atoms and positions in Å:
C (-0.87, -0.86, -0.40)
C (0.17, 0.09, -0.91)
C (-0.78, 1.00, -0.21)
C (-0.07, 0.21, 1.67)
O (0.98, -0.54, 1.23)
C (1.44, -0.05, -0.05)
H (-1.79, -0.98, -0.98)
H (-0.59, -1.70, 0.23)
H (0.38, 0.18, -1.98)
H (-1.75, 1.12, -0.70)
H (-0.47, 1.95, 0.24)
H (-0.71, -0.51, 2.25)
H (2.12, -0.82, -0.44)
H (1.96, 0.91, 0.05)

Let us look at the Mulliken charges, expressed in e, one per atom:
1. C -0.784
2. C 0.061
3. C -0.687
4. C -0.350
5. O -0.275
6. C -0.328
7. H 0.301
8. H 0.299
9. H 0.382
10. H 0.303
11. H 0.348
12. H 0.146
13. H 0.314
14. H 0.270